(1)
The following is a DFT calculation (ωB97M-V with the def2-TZVPD basis set) of the molecule CH3O4P at a distorted geometry.

Each line ends with the natural charge from an NBO analysis.
CARTESIAN COORDINATES (ANGSTROEM)
C -0.06206 -0.01196 -0.19488  -0.758
O -2.49110 0.81263 -0.64993  -0.862
O -1.66953 -2.24967 -1.09471  -0.030
O -0.62643 1.22951 -2.49676  -0.966
O -1.26845 -1.18767 -1.70020  -0.388
P -1.32614 0.45023 -1.52094  2.279
H -0.62287 -0.64912 0.48836  0.238
H 0.64286 -0.73497 -0.65634  0.246
H 0.41591 0.76036 0.34409  0.241

Output
total energy	-18558.56805	eV
E_LUMO (spin up / spin down)	-0.170 / -0.092	Ha
energy relative to the best compared isomer or geometry (same formula, charge and spin)	175.4	kcal per mole



(2)
The following is a DFT calculation (ωB97M-V with the def2-TZVPD basis set) of the molecule CH3O4P at a distorted geometry.

Each line ends with the natural charge from an NBO analysis.
CARTESIAN COORDINATES (ANGSTROEM)
C 1.54207 -0.67354 0.07155  0.659
O 0.29242 -1.01048 -0.26482  -0.775
O -1.98953 -0.45668 -0.14982  -1.000
O 2.01260 0.40377 -0.03723  -0.563
O -0.26068 1.09259 0.65123  -0.995
P -0.67757 0.26044 -0.70487  1.535
H 1.94378 -1.62820 0.40519  0.123
H -2.86698 -0.00567 -0.38683  0.514
H 0.00387 2.01778 0.41559  0.502

Output
total energy	-18565.67124	eV
E_LUMO	0.023	Ha
energy relative to the best compared isomer or geometry (same formula, charge and spin)	11.6	kcal per mole
structure (SMILES)	O=COP(O)O



(3)
The following is a DFT calculation (ωB97M-V with the def2-TZVPD basis set) of a structure of composition CH3OTl at a distorted geometry.

Each line ends with the natural charge from an NBO analysis.
CARTESIAN COORDINATES (ANGSTROEM)
Tl -2.02507 -1.35788 -2.69479  1.003
C 0.38054 0.26408 0.55642  -0.354
O -0.42614 -0.26070 -0.41230  0.125
H 0.15380 1.21861 1.03135  0.502
H 0.57797 -0.36233 1.42633  0.291
H 1.33892 0.49822 0.09297  0.432

Output
total energy	-7801.13437	eV
net charge	+2
E_LUMO	-0.609	Ha



(4)
The following is a DFT calculation (ωB97M-V with the def2-TZVPD basis set) of the molecule CH3P at a distorted geometry.

Each line ends with the natural charge from an NBO analysis.
CARTESIAN COORDINATES (ANGSTROEM)
C -0.46534 -0.38329 -0.13200  -0.629
P 1.25352 0.00165 -0.12895  0.333
H -0.72420 -1.35872 0.10357  0.172
H -1.33714 0.28681 0.03087  0.187
H 1.27316 1.45354 0.12651  -0.063

Output
total energy	-10370.12542	eV
E_LUMO (spin up / spin down)	0.044 / -0.086	Ha
<S²>	2.01
spin multiplicity	3



(5)
The following is a DFT calculation (ωB97M-V with the def2-TZVPD basis set) of the molecule CH3PSi at a distorted geometry.

Each line ends with the natural charge from an NBO analysis.
CARTESIAN COORDINATES (ANGSTROEM)
C -1.43322 -1.18462 -0.49690  -0.621
Si 1.00558 0.96605 -0.19787  0.356
P -0.96645 0.13791 0.26706  0.335
H -2.18856 -1.95212 -0.59191  0.225
H 1.80571 2.21787 0.27087  -0.134
H 1.77694 -0.18509 0.74874  -0.160

Output
total energy	-18246.39424	eV
E_LUMO (spin up / spin down)	-0.038 / -0.052	Ha
energy relative to the best compared isomer or geometry (same formula, charge and spin)	75.5	kcal per mole
structure (SMILES)	C#P=[SiH2]



(6)
The following is a DFT calculation (ωB97M-V with the def2-TZVPD basis set) of the molecule CH4BBr at a distorted geometry.

Each line ends with the natural charge from an NBO analysis.
CARTESIAN COORDINATES (ANGSTROEM)
B 0.66859 -0.10770 -0.46983  0.474
C -0.62313 -0.05417 0.37909  -0.987
Br 2.41024 0.30516 0.30160  -0.135
H 0.50509 -0.17347 -1.56612  -0.088
H -0.75647 0.05186 1.38034  0.235
H -0.96484 0.85486 -0.12962  0.256
H -1.23948 -0.87653 0.10454  0.245

Output
total energy	-71820.85063	eV
E_LUMO	0.019	Ha
energy relative to the best compared isomer or geometry (same formula, charge and spin)	11.0	kcal per mole
structure (SMILES)	CBBr



(7)
The following is a DFT calculation (ωB97M-V with the def2-TZVPD basis set) of the molecule CH4BNO3 at a distorted geometry.

Each line ends with the natural charge from an NBO analysis.
CARTESIAN COORDINATES (ANGSTROEM)
B 0.20379 -0.33611 0.64452  1.002
C -0.93315 -0.20279 -0.36534  0.402
N -0.66184 0.79880 -1.55804  -0.915
O -2.02932 -0.62409 -0.37214  -0.509
O 0.36474 -1.32828 1.51885  -0.844
O 1.16854 0.63188 0.68179  -0.874
H 0.39135 0.74122 -1.83543  0.374
H -1.37192 0.80521 -2.36242  0.396
H 1.13176 -1.12222 2.12776  0.483
H 1.73604 0.63638 1.52045  0.485

Output
total energy	-9412.55344	eV
E_LUMO	-0.001	Ha
energy relative to the best compared isomer or geometry (same formula, charge and spin)	38.0	kcal per mole
structure (SMILES)	NC(=O)B(O)O



(8)
The following is a DFT calculation (ωB97M-V with the def2-TZVPD basis set) of a structure of composition CH4BaO2PS at a distorted geometry.

Each line ends with the Mulliken charge.
CARTESIAN COORDINATES (ANGSTROEM)
C -1.23973 1.01902 0.17457  -0.581
P -0.30226 -0.33233 -0.58220  0.537
O -0.80578 -1.78116 0.07641  -0.495
O 1.43945 -0.09683 -0.44533  -0.708
S -0.66044 -0.43116 -2.50195  -0.371
H -1.76242 0.62401 1.05809  0.254
H -0.59423 1.88221 0.46348  0.009
H -0.48971 -1.89097 0.97188  0.308
H 1.71224 -0.56373 0.37030  0.390
Ba 2.70288 1.57094 0.41476  1.657

Output
total energy	-26005.92632	eV
net charge	+1
E_LUMO	-0.216	Ha



(9)
The following is a DFT calculation (ωB97M-V with the def2-TZVPD basis set) of the molecule CH4Br2Si at a distorted geometry.

Each line ends with the natural charge from an NBO analysis.
CARTESIAN COORDINATES (ANGSTROEM)
C 1.04228 -1.67815 0.29735  -0.542
Si -1.74864 1.79459 -0.30292  0.567
Br -0.95128 -0.47313 0.48406  -0.098
Br -1.31359 3.73958 0.41124  -0.331
H 1.55958 -2.04078 1.20826  0.221
H 0.68304 -2.39683 -0.52300  0.227
H 1.58499 -0.83516 -0.12223  0.204
H -0.85637 1.88988 -1.45275  -0.248

Output
total energy	-149062.57533	eV
E_LUMO (spin up / spin down)	-0.041 / -0.041	Ha
energy relative to the best compared isomer or geometry (same formula, charge and spin)	84.1	kcal per mole



(10)
The following is a DFT calculation (ωB97M-V with the def2-TZVPD basis set) of a structure of composition CH4Br2Si at a distorted geometry.

Each line ends with the natural charge from an NBO analysis.
CARTESIAN COORDINATES (ANGSTROEM)
C -0.47276 -0.19010 1.60039  -0.794
Si 0.16452 0.31752 -0.13813  0.855
Br 1.08365 0.01059 2.70690  0.049
Br -1.86961 0.96543 2.06626  0.066
H -0.91059 -1.12396 1.79232  0.237
H -0.93352 -0.22606 -1.17835  -0.126
H 1.65063 -0.31843 -0.16279  -0.134
H 0.47922 1.68964 -0.10940  -0.153

Output
total energy	-149063.20342	eV
E_LUMO	0.022	Ha
energy relative to the best compared isomer or geometry (same formula, charge and spin)	69.6	kcal per mole